Record 1
Below is a cluster of 8 separate species, C31H39BF7I2N3O26S in total in a non-equilibrium geometry, with properties calculated with wB97M-V/def2-TZVPD.

Values from the calculation:
Orbital gap (eV): 8.23

Each line ends with the Mulliken charge.
Positions of all 110 atoms, in Å:
C  -0.168  3.833  2.556  -1.0321
C  -0.828  2.504  2.922  0.0556
C  -2.256  2.377  2.400  -0.1054
C  -2.428  2.223  0.866  0.3701
C  -2.867  3.550  0.258  -1.9322
N  -1.198  1.658  0.219  0.0210
S  -0.282  2.666  -0.842  -0.0686
C  -0.766  0.420  0.396  -0.5481
N  0.368  -0.053  -0.170  0.2847
C  1.647  0.261  0.602  0.3815
O  2.621  0.416  -0.111  -0.7189
O  1.437  0.307  1.837  -0.5869
N  -1.493  -0.465  1.231  1.9181
O  -2.818  -0.572  0.701  -0.5299
B  -3.788  -0.688  1.707  0.6973
O  -3.552  -1.281  2.919  -0.5577
O  -5.027  -0.246  1.342  -0.5916
C  -0.914  -1.758  1.357  -1.8052
I  -1.100  -3.031  -0.301  0.0313
C  -0.323  -2.203  2.453  1.4184
C  0.330  -3.547  2.593  -1.3123
I  -0.276  -1.038  4.178  0.0468
H  0.030  3.951  1.490  0.1574
H  0.811  3.859  3.042  0.4620
H  -0.725  4.683  2.952  -0.0187
H  -0.892  2.464  4.013  0.6228
H  -0.176  1.680  2.635  -0.2108
H  -2.761  3.308  2.662  0.3738
H  -2.809  1.589  2.919  0.1079
H  -3.237  1.537  0.659  0.3117
H  -2.176  4.361  0.476  0.3879
H  -3.057  3.473  -0.812  0.4737
H  -3.818  3.792  0.735  0.4836
H  -0.588  2.045  -1.990  0.0760
H  0.460  0.153  -1.156  0.1686
H  -2.868  -0.853  3.454  0.2254
H  -5.552  -0.072  2.129  0.3112
H  0.792  -3.659  3.564  0.1503
H  -0.384  -4.346  2.394  0.3146
H  1.123  -3.618  1.846  0.4070
C  3.610  -6.749  6.120  -0.4218
C  2.344  -6.042  6.556  0.3113
O  1.987  -5.313  5.396  -0.2769
C  2.493  -5.972  4.316  0.6034
O  2.178  -5.761  3.194  -0.4924
O  3.389  -6.901  4.711  -0.2354
F  2.553  -5.182  7.579  -0.2804
H  4.484  -6.117  6.283  0.2384
H  3.767  -7.716  6.587  0.2752
H  1.520  -6.707  6.823  0.2670
C  -0.089  0.406  -6.529  -0.1810
C  1.000  1.342  -6.050  0.3780
O  0.645  1.541  -4.685  -0.3408
C  -0.028  0.441  -4.275  0.5902
O  -0.240  0.171  -3.133  -0.6199
O  -0.402  -0.310  -5.319  -0.2658
F  0.987  2.530  -6.692  -0.2900
H  -0.968  0.950  -6.865  0.2884
H  0.237  -0.275  -7.307  -0.0248
H  2.012  0.936  -6.090  0.2781
C  1.977  -4.033  -7.022  -0.4285
C  3.408  -3.546  -6.901  0.2787
O  3.510  -2.644  -7.989  -0.3335
C  2.269  -2.157  -8.251  0.6464
O  2.039  -1.207  -8.919  -0.4866
O  1.328  -2.904  -7.618  -0.2378
F  4.305  -4.544  -7.059  -0.2852
H  1.921  -4.886  -7.701  0.2872
H  1.515  -4.281  -6.072  0.2998
H  3.632  -3.014  -5.975  0.2832
C  -3.617  -3.301  -8.284  -0.4395
C  -2.395  -3.674  -9.101  0.4517
O  -1.943  -2.414  -9.555  -0.2869
C  -2.342  -1.476  -8.656  0.7294
O  -1.921  -0.371  -8.600  -0.5409
O  -3.271  -1.993  -7.821  -0.3270
F  -2.700  -4.453  -10.164  -0.2952
H  -4.501  -3.243  -8.920  0.2826
H  -3.807  -3.963  -7.444  0.2859
H  -1.596  -4.153  -8.533  0.1431
C  -1.620  7.980  4.471  -0.1735
C  -2.989  8.390  4.974  0.2167
O  -3.852  7.567  4.204  -0.3585
C  -3.166  6.443  3.867  0.5534
O  -3.663  5.456  3.433  -0.4952
O  -1.849  6.610  4.101  -0.2752
F  -3.280  9.686  4.724  -0.2726
H  -1.335  8.549  3.591  0.1382
H  -0.836  8.050  5.217  0.3337
H  -3.165  8.191  6.033  0.2713
C  -0.371  11.307  0.840  -0.4225
C  0.582  12.353  1.386  0.2747
O  0.297  12.322  2.774  -0.3329
C  -0.169  11.085  3.081  0.6865
O  -0.278  10.649  4.176  -0.4626
O  -0.489  10.411  1.950  -0.2958
F  0.326  13.588  0.903  -0.2803
H  -1.345  11.749  0.624  0.2766
H  0.001  10.783  -0.034  0.2683
H  1.639  12.128  1.236  0.2790
C  4.658  -10.084  2.983  -0.4241
C  4.205  -11.427  3.518  0.2978
O  4.763  -11.433  4.820  -0.3223
C  4.890  -10.140  5.225  0.6755
O  5.083  -9.800  6.345  -0.5176
O  4.741  -9.303  4.178  -0.2500
F  4.706  -12.464  2.809  -0.2810
H  5.647  -10.163  2.529  0.2582
H  3.965  -9.628  2.282  0.2808
H  3.123  -11.546  3.595  0.2852

---

Record 2
Below is a cluster of 4 separate species, C31H39BN4O13S in total in a non-equilibrium geometry, with properties calculated with wB97M-V/def2-TZVPD.

Values from the calculation:
Orbital gap (eV): 7.65

Each line ends with the Mulliken charge.
Positions of all 89 atoms, in Å:
C  0.959  1.905  3.947  -1.1532
C  -0.507  1.565  3.604  -0.3049
C  -0.635  1.331  2.102  0.1558
C  -2.054  1.125  1.566  2.4301
O  -2.206  1.729  0.291  -0.7483
C  -1.904  1.001  -0.851  -0.8614
N  -0.484  0.526  -0.922  0.0610
C  0.314  1.294  -1.407  0.5363
S  1.392  2.253  -2.012  -0.4794
O  -2.994  1.818  2.443  -0.4544
N  -3.645  2.974  1.899  0.1123
O  -4.704  3.072  2.361  -0.3635
C  -2.686  -0.285  1.592  -1.6264
O  -1.864  -1.328  1.061  -0.2618
C  -1.044  -2.190  1.814  0.7261
N  0.055  -2.573  0.941  -0.0179
C  -1.860  -3.428  2.235  0.0172
C  -1.793  -4.651  1.313  -1.0129
C  -0.631  -5.617  1.571  -0.4537
O  0.349  -5.584  0.541  -0.6168
O  -0.505  -1.537  2.930  -0.3927
C  0.523  -2.223  3.632  0.1016
C  0.343  -2.065  5.149  -1.0768
B  -3.535  -0.522  2.954  0.7665
N  -4.955  -0.839  2.800  -0.6034
O  -2.967  -0.446  4.216  -0.7668
H  1.433  2.400  3.092  0.1933
H  1.543  0.998  4.131  0.2588
H  1.036  2.578  4.800  0.4055
H  -1.116  2.410  3.924  0.5249
H  -0.776  0.678  4.170  0.0313
H  0.013  0.520  1.789  -1.1881
H  -0.245  2.226  1.602  1.0343
H  -2.094  1.669  -1.691  0.5504
H  -2.531  0.118  -0.986  0.2296
H  -3.489  -0.199  0.852  0.3034
H  0.675  -1.764  0.904  -0.2813
H  -0.304  -2.645  -0.006  0.4356
H  -1.566  -3.732  3.244  0.4135
H  -2.912  -3.132  2.298  -0.1065
H  -1.812  -4.391  0.253  0.3949
H  -2.720  -5.207  1.493  0.5018
H  -0.179  -5.393  2.545  0.2225
H  -0.994  -6.645  1.612  0.3727
H  1.071  -5.023  0.832  0.3159
H  1.487  -1.788  3.345  -0.0147
H  0.550  -3.280  3.366  0.2351
H  0.377  -3.041  5.638  0.3817
H  -0.634  -1.638  5.374  0.0988
H  1.117  -1.440  5.593  0.3507
H  -5.104  -1.839  2.720  0.2318
H  -5.484  -0.496  3.593  0.2098
H  -2.523  -1.253  4.480  0.2876
C  -0.301  5.922  -6.706  -0.3979
C  0.461  6.868  -6.166  -0.3962
C  1.077  6.692  -4.826  0.2555
O  1.770  7.556  -4.335  -0.5434
C  0.808  5.419  -4.111  -0.1882
C  0.046  4.471  -4.651  -0.0023
C  -0.568  4.646  -5.992  0.2409
O  -1.257  3.782  -6.488  -0.5462
H  -0.759  6.027  -7.681  0.4164
H  0.671  7.805  -6.667  0.4079
H  1.266  5.311  -3.136  0.4352
H  -0.163  3.534  -4.147  0.3165
C  3.957  0.916  1.871  -0.2669
C  5.244  0.725  2.150  -0.5009
C  5.971  -0.475  1.662  0.2949
O  7.142  -0.649  1.918  -0.5510
C  5.207  -1.454  0.845  -0.4915
C  3.921  -1.263  0.567  -0.2340
C  3.197  -0.064  1.059  0.0910
O  2.021  0.099  0.798  -0.2200
H  3.409  1.782  2.216  0.4351
H  5.821  1.425  2.740  0.4470
H  5.758  -2.319  0.498  0.4318
H  3.342  -1.962  -0.024  0.4721
C  -1.074  -1.232  -5.453  -0.4822
C  -0.381  -2.099  -6.185  -0.3827
C  1.097  -2.002  -6.302  0.2813
O  1.728  -2.791  -6.970  -0.5511
C  1.770  -0.900  -5.569  -0.5014
C  1.079  -0.032  -4.836  -0.0675
C  -0.399  -0.131  -4.721  0.6346
O  -1.037  0.655  -4.052  -0.4838
H  -2.150  -1.281  -5.354  0.4358
H  -0.849  -2.910  -6.728  0.4093
H  2.847  -0.849  -5.670  0.4372
H  1.546  0.781  -4.292  0.2587

---

Record 3
Below is a structure of composition C31H39ClF5N5O2SnTe, with properties calculated with wB97M-V/def2-TZVPD.

Values from the calculation:
Orbital gap (spin up / spin down) (eV): 4.12 / 4.31
Net charge: +2

Each line ends with the Mulliken charge.
Positions of all 85 atoms, in Å:
Sn  -0.625  0.100  -0.235  1.1811
C  5.965  0.177  1.934  -1.4629
C  4.916  0.951  1.115  -0.7839
C  4.703  0.363  -0.254  0.9395
C  5.658  0.524  -1.214  -0.6576
C  5.476  0.024  -2.524  -1.2409
C  4.295  -0.616  -2.914  -0.8987
C  3.271  -0.787  -2.022  1.1894
C  2.017  -1.502  -2.406  -0.3291
C  2.069  -2.993  -2.012  -1.2182
C  3.489  -0.343  -0.645  0.1285
N  2.470  -0.541  0.196  0.3040
C  2.555  -0.764  1.482  -0.8254
C  1.433  -0.676  2.329  0.5243
C  1.439  -0.944  3.746  -0.8551
C  0.175  -0.744  4.171  -0.9606
C  -0.599  -0.345  2.989  0.0528
N  0.140  -0.303  1.909  0.2274
H  6.060  0.615  2.927  0.4273
H  6.941  0.220  1.450  0.4158
H  5.707  -0.878  2.048  0.3759
H  5.266  1.972  0.980  0.0249
H  3.981  1.022  1.667  0.5598
H  6.568  1.061  -0.974  0.5378
H  6.269  0.160  -3.250  0.9115
H  4.180  -0.968  -3.931  0.5629
H  1.890  -1.419  -3.485  0.5859
H  1.156  -1.033  -1.931  -0.5862
H  2.950  -3.476  -2.436  0.3505
H  1.186  -3.503  -2.395  0.4192
H  2.094  -3.120  -0.929  0.3052
H  3.503  -1.042  1.938  0.5064
H  2.299  -1.248  4.323  0.5106
H  -0.222  -0.862  5.168  0.4888
H  -1.655  -0.110  2.942  0.5439
C  4.314  4.822  -0.439  -1.5296
C  3.299  5.725  0.256  1.8277
C  4.066  6.854  0.965  -1.7625
C  2.596  4.917  1.367  -1.7436
C  2.259  6.328  -0.750  1.9710
O  1.300  7.089  -0.020  -0.6321
C  2.909  7.239  -1.862  -1.3460
C  2.931  6.822  -3.357  -1.3413
C  3.862  5.684  -3.720  0.1897
C  5.241  5.819  -3.592  -0.1515
C  6.098  4.754  -3.828  -0.7048
C  5.572  3.531  -4.213  0.3949
Cl  6.626  2.170  -4.456  -0.1956
C  4.216  3.390  -4.425  -0.7833
C  3.373  4.470  -4.186  -0.2805
C  1.399  5.304  -1.494  -1.9034
N  0.723  4.243  -0.729  1.1018
C  0.893  2.945  -0.903  -0.3479
N  0.066  2.278  -0.101  0.0839
C  -0.607  3.278  0.564  -0.6858
N  -0.237  4.475  0.197  -0.9686
H  4.977  4.390  0.316  0.4946
H  4.941  5.368  -1.139  0.1367
H  3.837  4.002  -0.989  0.2044
H  4.788  6.409  1.653  0.4728
H  3.410  7.484  1.572  0.5388
H  4.630  7.494  0.289  0.3140
H  3.260  4.837  2.231  0.5794
H  2.359  3.896  1.048  0.0519
H  1.677  5.400  1.696  0.3542
H  1.748  7.779  0.481  0.6156
H  3.931  7.478  -1.573  0.2827
H  2.348  8.173  -1.816  0.2894
H  3.242  7.710  -3.910  0.5980
H  1.926  6.599  -3.716  0.3585
H  5.659  6.771  -3.279  0.4637
H  7.168  4.867  -3.710  0.4694
H  3.825  2.448  -4.789  0.5724
H  2.310  4.360  -4.382  0.5974
H  2.003  4.775  -2.221  0.0789
H  0.619  5.865  -2.004  0.4401
H  1.588  2.516  -1.610  0.5656
H  -1.393  3.092  1.275  0.6474
F  -3.895  1.540  -1.046  -0.3794
Te  -3.914  0.340  0.352  2.0871
F  -4.797  1.501  1.449  -0.3712
F  -3.970  -0.993  1.626  -0.3881
F  -3.076  -0.896  -0.801  -0.4794
F  -5.506  -0.284  -0.289  -0.3358
O  -2.243  0.866  0.899  -0.7063

---

Record 4
Below is a structure of composition C31H39N2O2OsS5, with properties calculated with wB97M-V/def2-TZVPD.

Values from the calculation:
Orbital gap (eV): 6.18
Energy above the lowest of the compared OMol25 structures with the same formula, charge and spin (kJ/mol): 34.85
Net charge: -1

Each line ends with the Mulliken charge.
Positions of all 80 atoms, in Å:
Os  0.862  0.102  -0.254  1.4393
C  -2.171  1.730  -1.871  -1.0351
C  -2.960  2.712  -1.005  0.4939
C  -2.100  3.917  -0.612  -1.4403
C  -3.649  2.008  0.155  0.3057
C  -5.022  1.831  0.046  -0.7509
C  -5.758  1.203  1.037  -1.2903
C  -5.098  0.803  2.183  -0.7691
C  -3.721  0.965  2.350  0.3571
C  -3.201  0.628  3.746  0.5578
C  -2.578  -0.765  3.900  -1.2652
C  -2.327  1.744  4.319  -1.3375
C  -2.956  1.511  1.288  0.1319
N  -1.555  1.680  1.293  0.6049
C  0.613  0.756  2.768  -1.0911
C  1.652  -0.275  2.521  -0.1665
N  1.814  -0.699  1.319  0.6335
C  2.542  -1.932  1.132  -0.0091
C  3.656  -1.956  0.280  0.0166
C  4.403  -3.128  0.233  -0.3886
C  4.013  -4.260  0.930  -1.6077
C  2.831  -4.249  1.650  -0.5397
C  2.065  -3.092  1.759  0.7672
C  0.704  -3.166  2.435  2.5640
C  0.804  -3.556  3.908  -1.6806
C  -0.205  -4.127  1.665  -1.5401
C  4.024  -0.797  -0.628  2.2022
C  5.297  -0.090  -0.171  -1.6884
C  4.137  -1.274  -2.079  -1.5860
H  -1.738  2.233  -2.740  0.4818
H  -2.811  0.913  -2.216  0.3764
H  -1.352  1.304  -1.294  -0.1162
H  -3.776  3.102  -1.624  0.5434
H  -1.190  3.603  -0.108  0.1135
H  -2.648  4.587  0.054  0.3643
H  -1.829  4.478  -1.512  0.4610
H  -5.523  2.199  -0.843  0.3276
H  -6.828  1.064  0.935  0.3419
H  -5.668  0.368  2.999  0.3529
H  -4.100  0.598  4.369  0.6304
H  -1.657  -0.879  3.334  0.0512
H  -3.271  -1.531  3.544  0.4005
H  -2.366  -0.960  4.956  0.4373
H  -1.524  2.011  3.636  -0.0515
H  -1.900  1.453  5.284  0.3701
H  -2.920  2.649  4.471  0.4441
H  0.153  0.565  3.742  1.0430
H  2.149  -0.793  3.337  0.6183
H  5.296  -3.160  -0.380  0.3614
H  4.611  -5.161  0.880  0.3563
H  2.485  -5.158  2.128  0.3361
H  0.227  -2.191  2.373  -1.4044
H  1.249  -4.548  4.023  0.3473
H  -0.189  -3.577  4.362  0.4263
H  1.419  -2.850  4.471  0.3600
H  0.169  -5.153  1.711  0.3417
H  -0.276  -3.827  0.618  0.2798
H  -1.210  -4.112  2.093  0.4028
H  3.219  -0.062  -0.605  -1.1889
H  6.154  -0.771  -0.192  0.3369
H  5.188  0.291  0.846  0.3617
H  5.518  0.756  -0.824  0.4273
H  4.975  -1.963  -2.210  0.3899
H  4.287  -0.422  -2.744  0.4225
H  3.226  -1.790  -2.387  0.2358
S  1.813  5.947  4.510  -0.3087
C  1.576  4.596  3.585  0.2746
S  0.965  3.115  4.187  -0.0820
C  1.053  2.180  2.710  -0.9477
C  1.537  2.828  1.629  0.8444
S  1.792  2.244  0.015  -0.6185
S  1.961  4.502  1.909  -0.1755
S  -0.657  0.374  1.371  -0.7913
C  -0.224  -1.981  -3.538  -1.4141
C  0.235  -1.225  -2.327  0.9098
O  0.732  -0.061  -2.448  -0.8568
O  0.101  -1.730  -1.180  -0.7083
H  0.335  -1.664  -4.415  0.3412
H  -1.280  -1.754  -3.697  0.3316
H  -0.124  -3.052  -3.376  0.3312